The following is a quantum chemistry calculation of C18H42BN7OP3Zn as an isolated structure, from OMol25.

Positions of all 73 atoms, in Å:
Zn  -0.095  0.046  -0.973
B  0.281  3.572  -0.939
N  -1.054  2.885  -0.468
C  -2.128  3.598  -0.109
C  -3.222  2.753  -0.019
C  -2.709  1.505  -0.353
N  -1.402  1.592  -0.616
N  1.489  2.575  -1.152
C  2.728  3.040  -1.351
C  3.550  2.000  -1.750
C  2.707  0.900  -1.778
N  1.463  1.250  -1.425
H  0.618  4.362  -0.089
H  0.063  4.118  -1.999
H  -2.051  4.664  0.036
H  -4.234  3.011  0.239
H  -3.208  0.550  -0.407
H  2.940  4.088  -1.206
H  4.601  2.039  -1.982
H  2.933  -0.125  -2.022
C  2.722  -2.928  -1.588
P  1.022  -2.261  -1.681
C  0.053  -3.599  -0.905
C  0.638  -2.499  -3.467
C  -0.834  -2.199  -3.779
P  -1.376  -0.584  -3.092
C  -3.150  -0.551  -3.499
C  -0.667  0.627  -4.259
H  2.737  -3.980  -1.876
H  3.106  -2.831  -0.572
H  3.384  -2.375  -2.255
H  0.151  -4.529  -1.468
H  -0.999  -3.319  -0.837
H  0.419  -3.753  0.110
H  0.894  -3.521  -3.757
H  1.292  -1.831  -4.034
H  -1.476  -2.966  -3.338
H  -1.016  -2.211  -4.856
H  -3.290  -0.726  -4.567
H  -3.570  0.421  -3.239
H  -3.679  -1.320  -2.936
H  -0.972  0.407  -5.283
H  0.421  0.622  -4.192
H  -1.007  1.627  -3.985
C  -2.717  -0.464  2.450
N  -1.464  0.136  2.914
C  -1.471  0.406  4.352
P  -0.039  -0.287  2.205
O  -0.314  -0.867  0.837
N  0.892  1.061  2.163
C  0.524  2.371  2.692
C  2.319  0.905  1.862
N  0.806  -1.417  3.066
C  1.494  -1.078  4.309
C  0.350  -2.807  3.011
H  -3.529  0.255  2.573
H  -2.960  -1.364  3.024
H  -2.640  -0.726  1.401
H  -2.254  1.130  4.580
H  -0.522  0.826  4.680
H  -1.665  -0.504  4.929
H  -0.557  2.469  2.745
H  0.895  3.140  2.015
H  0.958  2.542  3.684
H  2.504  -0.036  1.348
H  2.930  0.932  2.769
H  2.636  1.720  1.211
H  1.687  -0.010  4.366
H  2.452  -1.599  4.359
H  0.904  -1.368  5.183
H  -0.223  -2.980  2.103
H  -0.276  -3.053  3.875
H  1.208  -3.482  3.013

Forces on atoms 1 to 2 (eV/Å):
-0.1 -0.2 -0.1
0.0 0.0 -0.1

Results
energy above the lowest of the compared OMol25 structures with the same formula, charge and spin: 13.8 kcal per mole
E_HOMO: -11.08 eV
spin multiplicity: 1
Kohn-Sham gap: 0.3391 Eh
LUMO: -1.9 eV
E_tot: -3997.83642 Eh
total charge: +1

***

The following is a quantum chemistry calculation of a 7-piece molecular cluster, C18H42ClN6O10 overall, from OMol25.

Positions of all 77 atoms, in Å:
Cl  -1.075  0.947  0.551
O  -0.575  1.794  1.612
O  -1.080  1.678  -0.686
O  -0.237  -0.238  0.472
O  -2.425  0.508  0.859
C  4.127  2.575  -0.048
C  2.808  2.619  0.685
O  2.025  3.514  0.440
N  2.501  1.623  1.566
C  3.355  0.535  1.974
H  4.142  3.397  -0.763
H  4.221  1.685  -0.677
H  5.037  2.690  0.544
H  1.553  1.691  1.918
H  3.148  0.269  3.013
H  4.410  0.796  1.907
H  3.150  -0.361  1.379
C  0.643  3.655  -2.635
C  1.106  5.088  -2.536
O  1.096  5.668  -1.473
N  1.559  5.672  -3.690
C  2.143  6.999  -3.677
H  0.933  3.164  -3.568
H  -0.445  3.650  -2.551
H  1.025  3.093  -1.787
H  1.681  5.110  -4.513
H  2.066  7.434  -4.674
H  3.199  6.959  -3.399
H  1.593  7.621  -2.978
C  4.486  -3.759  1.025
C  3.114  -3.118  0.967
O  2.795  -2.307  0.117
N  2.280  -3.446  1.987
C  1.012  -2.761  2.210
H  5.105  -3.420  0.204
H  4.378  -4.845  0.974
H  4.941  -3.523  1.989
H  2.680  -3.924  2.776
H  1.017  -2.288  3.193
H  0.185  -3.467  2.144
H  0.867  -1.976  1.469
C  -5.101  -2.276  -0.694
C  -5.989  -1.229  -0.059
O  -7.205  -1.358  0.024
N  -5.340  -0.127  0.375
C  -6.061  0.968  0.969
H  -4.952  -2.038  -1.749
H  -5.547  -3.263  -0.615
H  -4.112  -2.306  -0.238
H  -4.337  -0.095  0.271
H  -6.846  1.323  0.304
H  -5.372  1.792  1.152
H  -6.475  0.688  1.941
C  1.395  -0.385  -2.761
C  2.880  -0.277  -3.031
O  3.358  -0.099  -4.139
N  3.637  -0.437  -1.918
C  5.066  -0.507  -1.960
H  0.871  0.558  -2.888
H  1.171  -0.780  -1.767
H  1.001  -1.172  -3.408
H  3.148  -0.534  -1.045
H  5.458  -1.185  -2.720
H  5.471  -0.828  -1.001
H  5.506  0.472  -2.188
C  -6.454  -3.839  2.784
C  -5.000  -3.785  2.351
O  -4.474  -4.716  1.768
N  -4.345  -2.634  2.639
C  -2.927  -2.411  2.395
H  -6.818  -2.906  3.212
H  -6.558  -4.622  3.536
H  -7.049  -4.099  1.912
H  -4.834  -1.924  3.154
H  -2.616  -1.578  3.024
H  -2.727  -2.093  1.374
H  -2.365  -3.298  2.676

Forces on atoms 1 to 2 (eV/Å):
0.2 0.0 0.2
-0.2 -0.2 0.0

Results
energy above the lowest of the compared OMol25 structures with the same formula, charge and spin: 7.8 kcal per mole
E_HOMO: -6.56 eV
spin multiplicity: 1
Kohn-Sham gap: 0.3228 Eh
LUMO: 2.2 eV
E_tot: -2252.13286 Eh
total charge: -1

***

The following is a quantum chemistry calculation of a 4-piece molecular cluster, C18H42F2N6O8P2 overall in a non-equilibrium geometry, from OMol25.

Positions of all 78 atoms, in Å:
C  -9.256  7.653  13.352
N  -10.587  7.397  13.849
C  -11.327  8.602  14.199
P  -11.430  5.980  13.638
O  -10.545  4.935  13.088
N  -12.083  5.713  15.095
C  -11.235  6.028  16.240
C  -12.469  4.278  15.189
N  -12.806  6.216  12.769
C  -12.885  5.546  11.520
C  -14.106  6.662  13.340
H  -9.232  8.524  12.724
H  -8.901  6.741  12.876
H  -8.663  7.857  14.254
H  -12.320  8.266  14.500
H  -11.362  9.268  13.324
H  -10.924  9.142  15.050
H  -10.963  7.067  16.085
H  -11.876  5.916  17.128
H  -10.304  5.484  16.342
H  -12.580  3.928  14.172
H  -11.620  3.780  15.658
H  -13.340  4.063  15.836
H  -13.807  4.954  11.428
H  -12.921  6.236  10.682
H  -12.064  4.907  11.254
H  -13.889  7.292  14.215
H  -14.705  5.847  13.760
H  -14.714  7.204  12.575
C  -5.633  11.848  16.289
N  -6.242  11.423  15.006
C  -6.105  10.019  14.726
P  -7.806  11.903  14.835
O  -8.852  11.065  15.475
N  -7.954  13.370  15.496
C  -8.996  13.599  16.546
C  -7.270  14.499  14.985
N  -8.082  11.843  13.196
C  -9.459  11.799  12.701
C  -7.157  12.562  12.288
H  -5.823  12.933  16.357
H  -4.549  11.681  16.229
H  -6.063  11.335  17.174
H  -5.048  9.768  14.586
H  -6.538  9.745  13.777
H  -6.528  9.437  15.557
H  -8.733  14.363  17.271
H  -9.909  13.908  16.013
H  -9.146  12.616  16.967
H  -6.315  14.717  15.516
H  -7.047  14.217  13.988
H  -7.896  15.379  14.920
H  -9.778  12.816  12.419
H  -9.486  11.119  11.854
H  -10.019  11.352  13.549
H  -6.186  12.611  12.808
H  -7.528  13.593  12.044
H  -6.993  12.039  11.343
O  -13.278  10.347  7.689
C  -13.090  10.200  8.902
O  -12.463  11.014  9.718
C  -12.311  10.372  10.958
C  -13.330  9.235  10.960
F  -14.502  9.656  11.615
O  -13.596  9.093  9.640
H  -11.329  9.910  11.004
H  -12.471  11.040  11.789
H  -13.066  8.287  11.459
O  -14.785  14.552  8.511
C  -15.074  13.991  9.525
O  -15.861  12.911  9.727
C  -16.214  12.852  11.173
C  -15.100  13.623  11.778
F  -14.032  12.850  12.087
O  -14.700  14.450  10.768
H  -17.192  13.344  11.285
H  -16.250  11.797  11.471
H  -15.307  14.280  12.645

Forces on atoms 1 to 2 (eV/Å):
0.1 -1.0 1.4
-0.9 0.5 -0.3

Results
energy above the lowest of the compared OMol25 structures with the same formula, charge and spin: 10.0 kcal per mole
E_HOMO: -8.69 eV
spin multiplicity: 1
Kohn-Sham gap: 0.3359 Eh
LUMO: 0.4 eV
E_tot: -2524.04054 Eh

***

The following is a quantum chemistry calculation of C18H42MoN3O2P2 as an isolated structure in a non-equilibrium geometry, from OMol25.

Positions of all 68 atoms, in Å:
Mo  -0.251  0.012  -0.273
P  0.099  -2.337  -0.410
P  0.092  2.354  -0.128
N  1.813  0.062  -1.087
C  1.741  -2.387  -1.228
H  2.289  -3.280  -0.884
H  1.579  -2.535  -2.317
C  2.609  -1.167  -0.922
H  3.061  -1.173  0.084
H  3.428  -1.103  -1.668
C  2.606  1.261  -0.774
H  3.423  1.288  -1.522
H  3.055  1.144  0.224
C  1.735  2.505  -0.930
H  1.576  2.790  -1.991
H  2.280  3.348  -0.477
C  0.280  3.130  1.530
C  -0.965  2.950  2.407
H  -0.686  3.093  3.463
H  -1.400  1.943  2.309
H  -1.747  3.680  2.156
C  -1.044  3.349  -1.179
C  -2.421  3.538  -0.531
H  -3.119  3.889  -1.306
H  -2.395  4.301  0.260
H  -2.827  2.604  -0.116
C  -1.037  -3.194  -1.576
C  -2.414  -3.458  -0.954
H  -3.115  -3.711  -1.764
H  -2.818  -2.581  -0.428
H  -2.389  -4.312  -0.261
C  0.306  -3.318  1.135
C  -0.920  -3.217  2.049
H  -0.662  -3.619  3.041
H  -1.775  -3.785  1.655
H  -1.228  -2.170  2.181
C  -2.091  -0.033  0.432
C  -0.483  4.692  -1.667
H  -0.393  5.421  -0.852
H  0.488  4.597  -2.164
H  -1.188  5.105  -2.401
C  -0.480  -4.464  -2.232
H  -1.189  -4.783  -3.007
H  0.487  -4.305  -2.721
H  -0.382  -5.290  -1.517
C  0.719  -4.778  0.913
H  1.049  -5.199  1.875
H  -0.122  -5.396  0.570
H  1.553  -4.891  0.210
C  0.723  4.599  1.499
H  -0.105  5.273  1.235
H  1.055  4.886  2.508
H  1.564  4.786  0.820
H  1.098  2.537  1.979
H  1.137  -2.794  1.640
H  -1.162  2.684  -2.054
H  -1.157  -2.426  -2.362
O  -3.156  -0.065  0.975
H  1.746  0.128  -2.075
H  -1.151  0.126  -1.558
N  1.415  0.330  4.631
C  0.435  -0.089  3.763
N  -0.804  -0.198  4.319
O  0.679  -0.320  2.561
H  1.281  0.119  5.613
H  2.356  0.214  4.286
H  -1.590  -0.459  3.743
H  -0.960  0.069  5.286

Forces on atoms 1 to 2 (eV/Å):
1.7 -0.3 -0.1
1.6 -3.6 1.1

Results
E_HOMO (alpha / beta): -18.64 / -18.63 eV
spin multiplicity: 3
Kohn-Sham gap (alpha / beta): 0.1720 / 0.2175 Eh
LUMO (alpha / beta): -14.0 / -12.7 eV
E_tot: -1775.65667 Eh
total charge: +3
⟨S²⟩: 2.4115

***

The following is a quantum chemistry calculation of a 6-piece molecular cluster, C18H42N6O6 overall in a non-equilibrium geometry, from OMol25.

Positions of all 72 atoms, in Å:
C  -16.281  -14.308  16.307
N  -16.288  -13.117  15.401
C  -16.885  -11.954  15.673
C  -16.847  -10.952  14.552
O  -17.513  -11.696  16.666
H  -15.335  -14.448  16.831
H  -16.352  -15.229  15.728
H  -17.039  -14.192  17.081
H  -15.815  -13.103  14.509
H  -16.522  -9.958  14.859
H  -17.896  -10.823  14.287
H  -16.288  -11.229  13.658
C  -10.854  -5.795  17.269
N  -12.014  -6.723  17.317
C  -11.972  -7.902  17.961
C  -13.220  -8.712  17.941
O  -11.009  -8.331  18.642
H  -10.005  -6.295  16.802
H  -10.619  -5.464  18.281
H  -11.008  -4.909  16.653
H  -12.863  -6.437  16.852
H  -14.011  -8.112  17.491
H  -13.502  -8.896  18.978
H  -13.228  -9.634  17.360
C  -11.228  -6.383  22.940
N  -10.890  -7.801  22.687
C  -10.949  -8.721  23.661
C  -10.688  -10.147  23.219
O  -11.046  -8.427  24.863
H  -12.261  -6.296  22.603
H  -10.604  -5.720  22.341
H  -11.136  -6.100  23.988
H  -10.520  -8.130  21.806
H  -10.618  -10.279  22.139
H  -11.592  -10.725  23.411
H  -9.864  -10.708  23.660
C  -13.714  -18.158  20.426
N  -13.433  -16.761  20.536
C  -12.634  -16.033  19.758
C  -12.393  -14.563  20.183
O  -12.179  -16.462  18.723
H  -14.383  -18.270  19.573
H  -14.208  -18.557  21.312
H  -12.794  -18.736  20.342
H  -14.008  -16.393  21.281
H  -11.580  -14.485  20.904
H  -13.323  -14.219  20.634
H  -12.089  -13.968  19.321
C  -18.334  -7.133  18.259
N  -17.731  -5.827  18.621
C  -16.773  -5.152  17.949
C  -16.249  -3.891  18.645
O  -16.217  -5.514  16.894
H  -18.155  -7.332  17.202
H  -19.401  -7.106  18.480
H  -17.799  -7.915  18.797
H  -17.951  -5.446  19.530
H  -15.164  -3.925  18.555
H  -16.656  -3.813  19.654
H  -16.576  -2.951  18.202
C  -9.101  -6.084  8.821
N  -9.094  -5.082  9.807
C  -9.550  -5.120  11.058
C  -9.605  -3.834  11.821
O  -10.001  -6.182  11.542
H  -9.789  -6.901  9.037
H  -8.090  -6.436  8.615
H  -9.370  -5.649  7.859
H  -8.670  -4.268  9.386
H  -9.385  -3.866  12.888
H  -10.595  -3.388  11.720
H  -8.902  -3.141  11.358

Forces on atoms 1 to 2 (eV/Å):
0.6 0.7 -0.6
0.6 -1.5 0.4

Results
energy above the lowest of the compared OMol25 structures with the same formula, charge and spin: 41.7 kcal per mole
E_HOMO: -9.22 eV
spin multiplicity: 1
Kohn-Sham gap: 0.3563 Eh
LUMO: 0.5 eV
E_tot: -1491.06215 Eh

***

The following is a quantum chemistry calculation of C18H43CrF6NO6S2Si2 as an isolated structure in a non-equilibrium geometry, from OMol25.

Positions of all 79 atoms, in Å:
O  1.848  -0.544  -0.852
O  -0.090  -4.067  -2.658
C  2.563  0.048  -1.991
C  3.765  0.831  -1.516
H  1.825  0.719  -2.435
H  2.793  -0.709  -2.777
H  3.428  1.667  -0.893
H  4.295  1.208  -2.397
H  4.426  0.162  -0.942
C  2.439  -1.726  -0.235
C  3.004  -2.698  -1.241
H  1.584  -2.164  0.338
H  3.161  -1.369  0.523
H  2.228  -2.971  -1.965
H  3.356  -3.572  -0.705
H  3.828  -2.199  -1.748
C  -0.892  -4.118  -1.503
C  -0.682  -3.412  -3.773
C  -0.311  -5.084  -0.476
H  -1.917  -4.452  -1.768
H  -0.996  -3.105  -1.062
H  -0.119  -6.057  -0.931
H  -1.031  -5.210  0.336
H  0.620  -4.705  -0.052
C  -0.232  -4.037  -5.082
H  -0.394  -2.347  -3.750
H  -1.788  -3.459  -3.715
H  0.856  -4.065  -5.189
H  -0.653  -3.465  -5.913
H  -0.612  -5.062  -5.160
H  -0.155  0.419  -0.425
Cr  -0.014  0.905  1.264
C  -0.631  0.510  -1.388
Si  -2.368  1.010  -1.714
H  0.009  1.250  -1.892
H  -0.532  -0.474  -1.824
C  -2.301  1.148  -3.614
C  -3.174  2.585  -1.135
C  -3.546  -0.378  -1.253
C  1.930  1.473  1.564
Si  1.659  0.290  2.982
H  1.820  2.569  1.756
H  2.821  1.276  0.964
C  3.151  -0.800  3.270
C  0.122  -0.813  2.544
C  1.313  1.230  4.549
H  -3.041  -1.350  -1.226
H  -4.388  -0.459  -1.962
H  -3.972  -0.179  -0.259
H  -1.512  1.846  -3.941
H  -3.247  1.520  -4.013
H  -2.097  0.180  -4.096
H  -2.496  3.446  -1.106
H  -3.603  2.481  -0.139
H  -3.995  2.857  -1.811
H  0.667  -1.786  2.643
H  -0.415  -0.974  1.575
H  -0.644  -0.728  3.338
H  1.668  0.614  5.382
H  0.253  1.461  4.664
H  1.887  2.163  4.492
H  3.156  -1.019  4.346
H  4.062  -0.243  3.007
H  3.123  -1.741  2.700
F  -3.281  1.229  4.814
C  -2.744  2.446  4.525
F  -3.624  3.406  4.906
F  -1.622  2.598  5.256
S  -2.386  2.495  2.723
O  -1.423  1.388  2.469
O  -3.642  2.440  2.038
N  -1.629  3.882  2.685
S  -1.014  4.347  1.265
O  -0.268  3.328  0.564
O  -1.955  5.164  0.503
C  0.208  5.524  1.998
F  -0.422  6.460  2.740
F  1.085  4.863  2.804
F  0.905  6.106  1.002

Forces on atoms 1 to 2 (eV/Å):
0.5 -0.4 -0.4
0.1 -0.3 -0.2

Results
energy above the lowest of the compared OMol25 structures with the same formula, charge and spin: 27.7 kcal per mole
E_HOMO (alpha / beta): -12.16 / -12.16 eV
spin multiplicity: 4
Kohn-Sham gap (alpha / beta): 0.2324 / 0.3005 Eh
LUMO (alpha / beta): -5.8 / -4.0 eV
E_tot: -4236.50298 Eh
total charge: +1
⟨S²⟩: 4.2021